(1)
The following is a DFT calculation (ωB97M-V/def2-TZVPD) of a molecular structure, C36H38BCrF4N7S2Se.

XYZ file:
```
90
Properties=species:S:1:pos:R:3:forces:R:3:lowdin_charge:R:1
Cr -1.29197 -0.05070 0.72726 0.510 1.021 0.213 0.31
C -3.28869 -0.05440 4.97511 -0.014 -0.004 -0.005 -0.14
C -2.37653 0.21633 3.80520 0.092 0.008 -0.018 -0.72
S -3.10063 -0.12406 2.22959 0.038 -0.108 -0.103 0.56
C -1.09361 0.57781 3.93794 -0.101 0.042 0.009 -0.73
C -0.42806 0.75946 5.27464 0.027 -0.013 -0.054 -0.12
S -0.02004 0.83613 2.57409 -0.122 -0.446 -0.162 0.74
H -4.31559 -0.17029 4.63114 -0.020 0.016 0.003 0.05
H -3.26812 0.75794 5.70451 0.002 0.012 0.029 0.06
H -2.99965 -0.97961 5.47778 0.009 -0.045 0.014 0.08
H -1.14528 0.79335 6.09257 -0.027 0.005 0.035 0.06
H 0.15909 1.68124 5.28457 0.009 0.005 0.009 0.06
H 0.25707 -0.07300 5.45420 0.006 -0.016 0.009 0.08
C 3.12710 2.13509 1.38131 0.000 0.021 0.031 -0.03
C 3.96952 2.15038 0.13823 0.064 -0.026 0.091 -0.21
C 5.01968 3.05832 0.01623 0.025 0.014 0.000 -0.05
C 5.88561 3.04534 -1.06428 -0.020 -0.025 -0.015 -0.10
C 5.71726 2.09889 -2.06548 0.004 0.020 0.014 -0.10
C 4.66118 1.20960 -1.98753 -0.027 0.046 -0.029 -0.02
C 3.78215 1.23805 -0.90674 0.012 0.012 -0.099 -0.21
N 2.73209 0.29421 -0.88229 -0.031 -0.079 0.018 0.15
C 1.40643 0.56551 -0.62253 0.025 0.091 -0.195 -0.38
N 1.06267 1.85767 -0.81271 0.007 -0.019 -0.054 0.14
C -0.10019 2.58108 -0.41902 0.076 -0.006 0.030 -0.23
C -1.12409 1.99730 0.31948 -0.018 -0.151 -0.124 -0.24
C -2.14942 2.86871 0.71489 -0.067 -0.055 0.043 -0.14
C -2.16741 4.20638 0.37349 0.009 0.030 -0.009 -0.09
C -1.14441 4.74057 -0.40138 -0.036 -0.054 -0.018 -0.07
C -0.09696 3.93441 -0.80692 0.037 -0.028 0.018 -0.23
C 1.01828 4.51039 -1.64254 -0.026 0.017 0.029 -0.05
N 0.56583 -0.37610 -0.31653 -0.249 0.047 0.057 0.06
C 1.13648 -1.68542 -0.18002 0.092 -0.026 -0.004 -0.26
C 1.64367 -2.07354 1.05591 -0.027 0.012 -0.008 -0.02
C 2.18002 -3.33779 1.22478 0.026 -0.058 -0.028 -0.06
C 2.23040 -4.21414 0.14961 -0.021 0.044 0.000 -0.09
C 1.74585 -3.81563 -1.08673 -0.033 -0.020 0.016 -0.06
C 1.19545 -2.55028 -1.27718 0.049 0.015 -0.029 -0.24
C 0.72817 -2.13462 -2.64543 0.013 0.018 0.007 -0.04
H 3.72531 2.45021 2.23565 -0.004 0.015 0.014 0.09
H 2.72781 1.14451 1.59848 0.002 0.002 0.003 0.06
H 2.26580 2.80339 1.31600 -0.008 -0.004 0.000 0.08
H 5.17251 3.77186 0.81652 0.009 0.024 0.023 0.11
H 6.69701 3.75871 -1.11702 0.020 0.018 0.002 0.10
H 6.39403 2.06261 -2.90856 0.014 -0.001 -0.017 0.10
H 4.49556 0.48102 -2.77091 -0.020 -0.015 -0.028 0.11
H 2.96402 -0.68025 -1.00036 -0.020 0.012 0.108 0.15
H 1.82325 2.43243 -1.13628 -0.029 -0.028 0.003 0.10
H -2.94629 2.47413 1.33535 0.011 -0.008 -0.017 0.06
H -2.97834 4.83844 0.71325 -0.033 0.030 0.003 0.09
H -1.15612 5.78420 -0.69270 0.001 0.029 -0.004 0.10
H 0.75468 5.51282 -1.97661 0.011 0.021 0.012 0.07
H 1.21517 3.90943 -2.53433 0.000 -0.011 -0.046 0.08
H 1.95761 4.59127 -1.08450 0.036 -0.025 0.002 0.08
H 1.55527 -1.39225 1.89281 0.011 -0.005 0.000 0.08
H 2.51739 -3.64023 2.20589 -0.004 0.002 0.028 0.11
H 2.64034 -5.20775 0.27459 0.006 -0.045 0.011 0.10
H 1.78388 -4.49805 -1.92915 0.004 -0.015 -0.021 0.10
H 0.28595 -2.97830 -3.17418 0.007 -0.023 -0.019 0.08
H 1.56380 -1.76450 -3.24846 -0.003 0.036 -0.007 0.08
H -0.01614 -1.34602 -2.58736 -0.032 -0.006 -0.002 0.04
F -1.30114 -2.92963 4.57328 -0.150 0.033 0.228 0.13
B -0.31156 -2.97347 3.60526 -0.114 -0.024 -0.136 -1.30
F 0.92737 -2.60981 4.12280 0.306 0.079 0.141 0.12
F -0.23134 -4.28473 3.06497 0.011 -0.265 -0.073 0.07
F -0.64470 -2.10958 2.52731 -0.083 -0.005 0.190 0.02
C -1.76938 -5.82548 -0.09681 0.001 -0.082 0.023 -0.01
N -1.92068 -4.43307 -0.45531 -0.006 0.010 -0.054 -0.11
C -2.39837 -3.91348 -1.63291 -0.012 -0.005 -0.022 -0.07
C -2.35376 -2.56222 -1.47995 -0.027 0.044 -0.070 -0.15
N -1.85919 -2.24288 -0.23762 0.026 0.013 0.157 0.05
C -1.61865 -3.39835 0.34673 0.068 -0.045 0.074 -0.12
H -1.61110 -6.41412 -0.99934 0.019 0.005 0.017 0.09
H -2.65400 -6.19453 0.42338 0.007 -0.002 -0.020 0.09
H -0.90536 -5.92865 0.55706 -0.022 0.003 0.016 0.09
H -2.71261 -4.53495 -2.45157 -0.023 -0.032 -0.037 0.11
H -2.63657 -1.81343 -2.19865 -0.001 0.016 -0.016 0.09
H -1.20976 -3.53970 1.33070 0.011 0.020 0.019 0.12
Se -4.53182 0.35083 -0.40616 0.088 -0.005 -0.051 1.15
N -2.81305 0.34902 -0.87411 -0.331 -0.064 -0.362 -0.29
C -2.74222 0.75611 -2.13532 0.080 0.012 0.087 -0.35
C -1.53180 0.92332 -2.87991 -0.097 0.009 0.037 -0.01
C -1.60795 1.34882 -4.16402 -0.023 -0.003 0.002 -0.07
C -2.86524 1.64080 -4.78964 0.041 -0.004 0.008 -0.09
C -4.03264 1.50674 -4.11781 -0.029 -0.022 0.084 -0.03
C -4.00344 1.05461 -2.75972 -0.050 -0.019 0.025 -0.39
N -5.07341 0.87744 -2.00049 -0.021 0.037 -0.066 -0.23
H -0.58608 0.72185 -2.40417 0.066 -0.030 0.059 0.08
H -0.69573 1.48121 -4.73230 -0.009 0.011 -0.021 0.10
H -2.87447 1.98231 -5.81683 0.028 0.001 -0.010 0.10
H -4.98720 1.73271 -4.57220 -0.025 -0.006 0.001 0.11
```
Positions in Å, forces in eV/Å.

Values from the calculation:
orbital gap (spin up / spin down)	4.53 / 4.68	eV
F_max	1.2	eV/A
total charge	-1
energy	-175374.84399	eV
2S+1	4
<S²>	3.86
energy relative to the best compared isomer or geometry (same formula, charge and spin)	0.725	eV
E_HOMO (spin up / spin down)	-3.1660 / -3.3452	eV


(2)
The following is a DFT calculation (ωB97M-V/def2-TZVPD) of a molecular structure, C36H38BaCl2N7O4P2.

XYZ file:
```
90
Properties=species:S:1:pos:R:3:forces:R:3:lowdin_charge:R:1
Ba 1.02884 0.16043 0.55872 -0.541 -0.735 -2.439 1.88
Cl -1.60728 5.32696 5.08826 0.020 -0.125 -0.003 0.61
C -1.10606 3.76954 4.47442 -0.019 0.098 0.045 -0.69
C -0.56828 3.70198 3.20078 0.038 0.169 0.036 -0.06
C -0.15503 2.49937 2.64545 0.304 -0.170 -0.737 -0.21
N 0.28024 2.40768 1.27323 -0.544 1.409 1.026 -0.16
C 0.85354 3.47197 0.69345 -0.309 -0.163 -0.147 -0.54
O 1.28254 4.51747 1.18428 -0.009 0.270 0.103 0.01
C 0.95141 3.41844 -0.84680 0.169 -0.244 0.297 -0.20
C 0.60766 4.57559 -1.54638 0.015 0.020 0.125 -0.01
C 0.74110 4.59856 -2.91595 0.004 0.021 -0.156 -0.07
C 1.24986 3.47727 -3.56283 -0.011 0.033 0.048 -0.08
C 1.56875 2.37742 -2.79465 -0.015 -0.094 0.077 -0.17
N 1.41124 2.32623 -1.46874 -0.180 0.219 0.280 0.04
C -0.29282 1.30759 3.41056 0.152 -0.497 -0.399 -0.21
C -0.81469 1.40362 4.69808 0.056 0.000 0.128 -0.05
C -1.22302 2.61545 5.22558 -0.049 -0.004 0.139 -0.68
Cl -1.87780 2.64056 6.84543 0.034 0.038 -0.104 0.61
N -0.04732 0.06017 2.78326 -0.621 0.710 1.119 -0.14
C 0.11746 -1.06452 3.48797 -0.312 -0.015 -0.182 -0.52
O 0.44637 -1.21937 4.66492 -0.021 -0.062 0.128 0.01
C -0.24734 -2.34103 2.69646 -0.068 0.498 0.015 -0.21
C -0.05998 -3.57164 3.31163 0.033 0.029 0.049 0.00
C -0.53224 -4.70929 2.68953 0.021 -0.105 0.050 -0.06
C -1.17834 -4.58591 1.46898 0.021 0.031 0.001 -0.08
C -1.28722 -3.32316 0.91518 0.100 0.026 0.067 -0.17
N -0.83944 -2.21347 1.50247 0.221 -0.208 0.106 0.08
H -0.45500 4.61370 2.63433 -0.002 -0.029 0.008 0.10
H 0.26440 5.43315 -0.98638 0.002 0.008 0.010 0.12
H 0.46929 5.48175 -3.48094 -0.003 0.012 0.003 0.10
H 1.39793 3.45133 -4.63337 -0.013 0.021 -0.029 0.10
H 1.96053 1.48068 -3.25731 0.012 -0.022 -0.040 0.08
H -0.89605 0.51171 5.29990 -0.001 -0.002 -0.007 0.10
H 0.43655 -3.58338 4.27158 -0.019 -0.018 -0.009 0.12
H -0.40724 -5.68194 3.15077 0.000 0.010 -0.005 0.10
H -1.57655 -5.44410 0.94489 -0.011 -0.031 -0.001 0.10
H -1.76027 -3.19706 -0.05194 -0.013 -0.013 -0.035 0.08
C 1.24903 -4.44668 -1.17705 0.046 -0.105 -0.025 -0.27
P 1.07360 -2.75274 -1.83942 -0.385 0.113 -0.003 1.01
C -0.31244 -3.04348 -3.06320 -0.072 0.461 0.071 -0.39
N -0.57991 -4.26557 -3.42780 0.024 -0.195 -0.075 0.13
C -1.60129 -4.47100 -4.30534 0.127 -0.368 0.082 -0.21
C -1.91135 -5.79378 -4.71570 0.127 0.167 0.119 -0.02
C -2.91012 -6.00928 -5.61488 -0.212 0.206 -0.176 -0.08
C -3.64822 -4.91547 -6.14819 0.110 -0.322 0.080 -0.08
C -3.36709 -3.64129 -5.76126 0.153 0.142 0.134 -0.02
C -2.33110 -3.40057 -4.82198 -0.237 0.232 -0.193 -0.21
N -2.07633 -2.12495 -4.41493 -0.157 -0.015 -0.134 0.13
C -1.12772 -1.93175 -3.54552 0.352 -0.133 0.362 -0.38
P -0.84060 -0.20144 -2.88867 0.314 -0.162 -0.146 1.00
C -1.01995 0.70520 -4.47246 -0.142 0.070 -0.077 -0.28
C -2.43623 0.19010 -2.01536 -0.046 -0.051 0.101 -0.73
C -2.66823 -0.90771 -0.97807 -0.061 -0.006 -0.013 -0.11
C -3.66523 0.33911 -2.90534 -0.030 0.074 -0.057 -0.10
C -2.17572 1.51289 -1.28282 -0.132 -0.009 0.020 -0.10
C 2.55867 -2.62487 -2.98352 -0.104 0.055 -0.068 -0.72
C 3.79721 -2.88349 -2.12392 0.103 -0.051 -0.027 -0.09
C 2.52463 -3.59540 -4.15936 0.046 -0.059 -0.037 -0.10
C 2.63194 -1.19694 -3.52011 0.016 0.080 -0.047 -0.12
H 1.70850 -5.13971 -1.88152 0.000 -0.004 0.015 0.03
H 0.26625 -4.83636 -0.91784 0.018 0.064 0.005 0.02
H 1.84050 -4.37258 -0.26439 0.020 -0.010 0.005 0.04
H -1.32634 -6.60140 -4.29698 0.007 -0.023 0.012 0.11
H -3.14593 -7.01609 -5.93205 -0.020 -0.019 -0.015 0.10
H -4.43917 -5.10450 -6.86163 -0.009 -0.014 -0.013 0.10
H -3.91230 -2.78875 -6.14304 -0.020 0.020 -0.010 0.11
H -1.83017 0.30161 -5.08036 0.020 0.000 0.025 0.03
H -0.08725 0.65374 -5.03405 0.045 -0.019 -0.009 0.03
H -1.21886 1.75515 -4.25584 0.043 0.034 0.018 0.03
H -2.92822 -1.85800 -1.44991 -0.040 0.002 -0.067 0.08
H -3.49710 -0.62334 -0.32492 -0.014 -0.003 0.029 0.10
H -1.80206 -1.07323 -0.33320 -0.014 0.101 -0.029 0.03
H -3.83073 -0.52507 -3.54725 0.040 -0.060 0.031 0.06
H -3.58888 1.22375 -3.54065 0.000 -0.005 -0.017 0.07
H -4.54408 0.47000 -2.26738 -0.025 0.010 -0.010 0.08
H -1.39303 1.43385 -0.52737 -0.024 0.039 0.012 0.03
H -3.09014 1.81624 -0.76532 0.011 0.039 0.014 0.10
H -1.89673 2.31910 -1.96520 0.016 0.020 -0.048 0.08
H 3.82167 -3.90201 -1.73727 -0.007 -0.034 -0.005 0.08
H 3.86866 -2.20353 -1.27591 -0.055 0.046 0.010 0.06
H 4.68724 -2.73968 -2.74336 0.027 -0.006 0.006 0.09
H 2.40840 -4.63263 -3.84422 -0.009 -0.009 0.028 0.07
H 3.46481 -3.51980 -4.71446 0.018 -0.003 -0.005 0.08
H 1.71293 -3.36798 -4.85166 -0.025 0.025 0.000 0.07
H 2.68219 -0.46638 -2.71165 0.011 -0.036 0.067 0.06
H 1.77360 -0.94730 -4.14844 -0.066 -0.027 -0.011 0.06
H 3.53048 -1.08416 -4.13384 0.026 0.009 -0.008 0.09
O 2.19015 -2.02655 1.02546 0.635 -1.240 0.376 -0.42
N 3.35696 -1.60080 1.17423 0.149 0.242 -0.050 -0.25
O 3.47048 -0.36744 0.93636 0.962 -0.350 0.182 -0.37
```
Positions in Å, forces in eV/Å.

Values from the calculation:
orbital gap	5.51	eV
F_max	2.6	eV/A
total charge	-1
energy	-100889.87585	eV
energy relative to the best compared isomer or geometry (same formula, charge and spin)	1.558	eV
E_HOMO	-4.3689	eV